w.
ORCA calculation (ωB97M-V/def2-TZVPD) on an isolated ion of composition C4H12N3 and charge +2.

Computed properties:
⟨S²⟩ = 0.754
charge = +2
2S+1 = 2
HOMO-LUMO gap (spin up / spin down) = 0.4287 / 0.2310 hartree

Atoms and positions in Å:
C (1.89703, -0.73618, 1.21122)
C (0.40266, -0.40144, 1.56456)
C (-0.32804, 0.69379, 0.69636)
N (-2.67467, 0.63696, -1.17635)
C (-1.42711, 0.37384, -1.54770)
N (-0.40717, 0.32448, -0.72913)
N (2.34508, -0.80215, -0.14309)
H (1.97716, -1.74207, 1.57250)
H (2.55173, -0.00419, 1.70922)
H (0.37874, 0.00878, 2.56571)
H (-0.25537, -1.25746, 1.55027)
H (0.15837, 1.63910, 0.87569)
H (-1.37852, 0.65307, 0.98388)
H (-3.25512, 1.09927, -1.86818)
H (-2.96743, 0.39675, -0.24138)
H (-1.27524, 0.05493, -2.57789)
H (2.92626, -0.04142, -0.48899)
H (0.44939, 0.11940, -1.15892)
H (2.80368, -1.67824, -0.40231)



x.
ORCA calculation (ωB97M-V/def2-TZVPD) on C4H12N3 as an isolated structure.

Computed properties:
⟨S²⟩ = 0.761
charge = +2
2S+1 = 2
HOMO-LUMO gap (spin up / spin down) = 0.4215 / 0.2610 hartree

Atoms and positions in Å:
C (-1.68975, -1.01218, -0.45055)
C (-1.51028, 0.42121, 0.13882)
C (-0.34570, 1.13077, -0.56545)
N (1.61735, -0.62444, 0.64519)
C (1.57214, 0.68436, 0.86184)
N (0.82079, 1.52274, 0.20764)
N (-0.34545, -1.70352, -0.61280)
H (-2.13703, -1.50082, 0.40587)
H (-2.23070, -1.12321, -1.39274)
H (-1.44117, 0.35458, 1.21243)
H (-2.45768, 0.91261, -0.08961)
H (-0.72866, 2.05658, -0.99909)
H (0.06933, 0.53290, -1.37294)
H (2.53706, -1.01583, 0.39271)
H (2.41936, 1.01287, 1.47418)
H (0.98074, 2.51104, 0.41817)
H (0.51942, -1.21866, 0.21792)
H (0.23768, -1.52560, -1.44221)
H (-0.43560, -2.75304, -0.57940)



Energies relative to the most stable structure are w 0.0; x 114.6, reported in kJ/mol.



w.
ORCA calculation (ωB97M-V/def2-TZVPD) on a 2-piece molecular cluster, C4H9P overall.

Computed properties:
SMILES = C=CC.C=P
2S+1 = 1
HOMO-LUMO gap = 0.3588 hartree

Atoms and positions in Å:
C (0.87897, 0.85765, -0.22362)
C (-0.35315, 1.08232, -0.60989)
C (1.84423, -0.10587, -0.80367)
C (-2.13001, -1.98719, 1.57628)
P (-1.68998, -1.84091, 0.01546)
H (-0.85611, 0.33792, -1.20211)
H (-0.80507, 1.88215, -0.07242)
H (-3.01442, -2.00534, -0.45532)
H (2.65207, -0.65325, -0.26085)
H (2.34556, 0.36148, -1.69306)
H (1.08731, -0.73127, -1.30855)
H (-1.39716, -2.15692, 2.35536)
H (1.53151, 1.45990, 0.37215)
H (-3.04453, -2.15800, 2.06382)



x.
ORCA calculation (ωB97M-V/def2-TZVPD) on a single C4H9P molecule.

Computed properties:
SMILES = CC=[PH]=CC
2S+1 = 1
HOMO-LUMO gap (spin up / spin down) = 0.2760 / 0.2760 hartree

Atoms and positions in Å:
C (-0.39455, 0.58280, 1.69527)
C (0.85615, 0.89192, -1.82162)
C (-0.49662, -0.57421, 2.70768)
C (0.31299, -0.11744, -2.84327)
P (0.17490, 0.39499, 0.07667)
H (-0.97966, 1.56478, 1.90789)
H (0.36636, 1.85776, -2.00270)
H (-1.37963, -0.63632, 3.22764)
H (0.20706, -0.58265, 3.61440)
H (-0.33723, -1.61127, 2.23704)
H (0.94729, 0.06704, -3.61768)
H (-0.77015, 0.02891, -3.09493)
H (0.52356, -1.12869, -2.41881)
H (0.96952, -0.73759, 0.33242)



Energies relative to the most stable structure are w 0.0; x 200.9, reported in kJ/mol.



w.
ORCA calculation (ωB97M-V/def2-TZVPD) on a single C2H4N4O molecule.

Computed properties:
SMILES = COn1cnnn1
2S+1 = 1
HOMO-LUMO gap = 0.3968 hartree

Atoms and positions in Å:
C (-1.81723, -0.31890, 0.23288)
C (1.35096, 0.96528, -0.02446)
H (-1.81459, -1.50467, 0.09143)
H (-1.78084, -0.10773, 1.38404)
H (-2.64209, 0.30300, -0.40751)
H (1.21085, 2.14717, -0.32374)
N (0.41467, 0.01527, -0.23859)
N (2.50842, 0.35939, 0.14102)
N (2.27330, -0.91872, -0.05521)
N (1.09779, -1.19832, -0.30598)
O (-0.80124, 0.25823, -0.49389)



x.
ORCA calculation (ωB97M-V/def2-TZVPD) on a 2-piece molecular cluster, C2H4N4O overall.

Computed properties:
2S+1 = 1
HOMO-LUMO gap = 0.3116 hartree

Atoms and positions in Å:
C (1.59008, 1.07545, -0.02987)
C (-1.95324, -0.41256, -0.00495)
N (2.69067, 0.39464, -0.19984)
N (2.33236, -0.90247, -0.10973)
N (1.08939, -1.04118, 0.10081)
N (0.61969, 0.17009, 0.15813)
O (-1.20667, 0.66250, 0.37162)
H (1.43242, 2.12876, -0.03553)
H (-2.97198, -0.16486, 0.32262)
H (-1.66547, -1.33544, 0.51740)
H (-1.95726, -0.57492, -1.09064)



Energies relative to the most stable structure are w 0.0; x 46.6, reported in kJ/mol.



w.
ORCA calculation (ωB97M-V/def2-TZVPD) on a 2-piece molecular cluster, C3H2 overall.

Computed properties:
2S+1 = 1
HOMO-LUMO gap = 0.3648 hartree

Atoms and positions in Å:
C (1.41638, 0.24628, 0.32075)
C (2.48978, 0.74551, -0.11426)
C (0.46907, -0.53477, -0.09096)
H (-2.47358, -0.03318, 0.00357)
H (-1.90165, -0.42384, -0.11910)



x.
ORCA calculation (ωB97M-V/def2-TZVPD) on a single C3H2 molecule.

Computed properties:
2S+1 = 1
HOMO-LUMO gap = 0.3089 hartree

Atoms and positions in Å:
C (-0.79965, 0.06075, -0.11853)
C (-2.05340, -0.12798, 0.00480)
C (0.50705, 0.08724, -0.00245)
H (1.15455, -1.01743, 0.03047)
H (1.19144, 0.99741, 0.08570)



Energies relative to the most stable structure are w 254.3; x 0.0, reported in kJ/mol.



w.
ORCA calculation (ωB97M-V/def2-TZVPD) on a 3-piece molecular cluster, C3H14NO2 overall.

Computed properties:
charge = +1
2S+1 = 1
HOMO-LUMO gap = 0.4719 hartree

Atoms and positions in Å:
C (1.95634, 0.98802, 0.06592)
C (0.59909, 1.31861, -0.52244)
N (-0.38720, 0.25059, -0.16158)
C (-1.81565, 0.63792, -0.35063)
H (2.23770, -0.03733, -0.17130)
H (2.71169, 1.63878, -0.36838)
H (1.97326, 1.15445, 1.13939)
H (0.20122, 2.26192, -0.16527)
H (0.64496, 1.33193, -1.61191)
H (-0.28689, 0.03130, 0.83266)
H (-0.25124, -0.63126, -0.68707)
H (-2.41540, -0.22665, -0.10415)
H (-1.93043, 1.01333, -1.37175)
H (-2.03685, 1.45239, 0.33669)
H (-0.51742, -2.90629, -1.64781)
H (0.72020, -2.24796, -2.25830)
O (-0.08601, -2.05170, -1.76173)
H (-0.10128, -0.68643, 3.22053)
H (-0.74605, -2.03096, 3.04736)
O (-0.47006, -1.26065, 2.53977)



x.
ORCA calculation (ωB97M-V/def2-TZVPD) on a 3-piece molecular cluster, C3H14NO2 overall.

Computed properties:
charge = +1
2S+1 = 1
HOMO-LUMO gap = 0.4519 hartree

Atoms and positions in Å:
C (0.24362, -0.67015, -0.96932)
C (-0.22559, 0.77032, -0.88126)
C (-1.62259, 0.95051, -1.52620)
N (1.08195, -1.15814, 0.20541)
H (0.90841, -0.80530, -1.81783)
H (-0.48341, -1.48345, -1.06191)
H (-0.22007, 1.24851, 0.08754)
H (0.44009, 1.33380, -1.53199)
H (-2.33318, 0.37706, -0.91424)
H (-1.61885, 0.67249, -2.57118)
H (-1.93182, 1.95056, -1.21837)
H (0.47433, -1.60653, 0.90740)
H (1.48125, -0.35245, 0.75781)
H (1.82186, -1.81795, -0.01917)
H (2.79078, 0.87441, 1.66973)
H (1.87344, 2.04422, 1.77931)
O (1.92415, 1.18096, 1.33808)
H (-2.04226, -0.88013, 1.39687)
H (-1.37917, -1.58414, 2.57173)
O (-1.18293, -1.04460, 1.79758)



y.
ORCA calculation (ωB97M-V/def2-TZVPD) on a 3-piece molecular cluster, C3H14NO2 overall.

Computed properties:
charge = +1
2S+1 = 1
HOMO-LUMO gap = 0.4620 hartree

Atoms and positions in Å:
C (-1.11450, -1.47279, 0.16764)
C (0.34243, -0.98652, 0.32643)
N (0.23852, 0.52361, 0.33041)
C (1.53823, 1.15362, -0.09567)
H (-1.77067, -0.96369, 0.89984)
H (-1.34668, -2.51371, 0.38000)
H (-1.46319, -1.25123, -0.83832)
H (0.84839, -1.31180, -0.57695)
H (1.01045, -1.31844, 1.12115)
H (-0.42119, 0.78393, -0.40326)
H (-0.13892, 0.94486, 1.18425)
H (1.53971, 2.21364, 0.08644)
H (2.34857, 0.65738, 0.47199)
H (1.65664, 0.93723, -1.15556)
H (-1.91050, 1.62709, 3.03129)
H (-3.10956, 1.62229, 2.07843)
O (-2.15083, 1.59062, 2.09698)
H (1.87194, -1.73522, -2.71707)
H (1.66044, -0.46093, -3.42572)
O (1.26336, -0.97747, -2.71236)



Energies relative to the most stable structure are w 0.0; x 56.3; y 61.6, reported in kJ/mol.



w.
ORCA calculation (ωB97M-V/def2-TZVPD) on a 2-piece molecular cluster, C3H3BrO2 overall.

Computed properties:
2S+1 = 1
HOMO-LUMO gap (spin up / spin down) = 0.2872 / 0.2869 hartree

Atoms and positions in Å:
C (-0.74280, 1.39445, 0.14025)
C (-3.13597, 1.19423, -0.23139)
C (-0.16507, 0.09530, -0.03719)
O (-0.50568, 2.50966, 0.38065)
O (-3.99430, 1.94132, -0.47452)
Br (-3.49834, -0.79187, -0.07687)
H (-0.92941, -0.68716, -0.05959)
H (0.55484, -0.09629, 0.76231)
H (0.37120, 0.10341, -0.98972)



x.
ORCA calculation (ωB97M-V/def2-TZVPD) on C3H3BrO2 as an isolated structure.

Computed properties:
2S+1 = 1
HOMO-LUMO gap = 0.3671 hartree

Atoms and positions in Å:
C (-0.34630, 2.23638, -0.29090)
C (0.23250, -1.81785, 0.40465)
C (-0.34571, -0.56694, 0.17110)
O (-0.64446, 3.26499, 0.16028)
O (-0.31139, -1.35918, -0.81783)
Br (1.30509, 1.47594, 0.04931)
H (-0.77316, 1.34957, -0.68244)
H (1.21075, -2.03928, 0.12008)
H (-0.32734, -2.54362, 0.88574)



Energies relative to the most stable structure are w 0.0; x 273.4, reported in kJ/mol.



w.
ORCA calculation (ωB97M-V/def2-TZVPD) on a 2-piece molecular cluster, C4H11O3 overall.

Computed properties:
charge = -1
2S+1 = 1
HOMO-LUMO gap = 0.2975 hartree

Atoms and positions in Å:
C (0.56294, -1.40088, -0.75302)
C (-0.28370, -1.22518, 0.51447)
C (0.17930, 0.02616, 1.29470)
O (0.18922, 1.19810, 0.56993)
C (0.22819, -0.36730, -1.83021)
O (1.27960, 0.63807, -1.87099)
H (1.58901, -1.16694, -0.49247)
H (0.50092, -2.42904, -1.13150)
H (-0.22657, -2.11471, 1.14550)
H (-1.34749, -1.19382, 0.23018)
H (-0.47799, 0.12687, 2.17665)
H (1.20764, -0.23545, 1.61762)
H (-0.65939, 0.24747, -1.66688)
H (0.29352, -0.76891, -2.83555)
H (1.13425, 1.10019, -1.01206)
H (-0.99273, 1.87233, 0.96642)
H (-1.46884, 3.30888, 1.47302)
O (-1.70788, 2.38415, 1.60420)



x.
ORCA calculation (ωB97M-V/def2-TZVPD) on a 2-piece molecular cluster, C4H11O3 overall.

Computed properties:
charge = -1
2S+1 = 1
HOMO-LUMO gap = 0.1976 hartree

Atoms and positions in Å:
C (1.23438, -1.54367, -0.55674)
O (0.85820, -1.96147, 0.69501)
C (1.84507, -0.15414, -0.40002)
C (1.12927, 1.10071, 0.17275)
C (1.28414, 1.18753, 1.75785)
O (1.35241, -0.02769, 2.41980)
H (0.35874, -1.53913, -1.18909)
H (1.92827, -2.17755, -0.89888)
H (2.11487, 0.24922, -1.44200)
H (2.72138, -0.26396, 0.24660)
H (0.17496, 1.26556, -0.01684)
H (1.63479, 2.06148, 0.03219)
H (2.20707, 1.75356, 1.93613)
H (0.48257, 1.80089, 2.32123)
H (1.20237, -1.23808, 1.31598)
H (-7.07353, -0.40015, -2.85743)
H (-6.29765, 0.14131, -1.62526)
O (-7.15733, -0.25443, -1.91129)



Energies relative to the most stable structure are w 0.0; x 179.9, reported in kJ/mol.



w.
ORCA calculation (ωB97M-V/def2-TZVPD) on a 2-piece molecular cluster, CH2N3 overall.

Computed properties:
charge = +1
2S+1 = 1
HOMO-LUMO gap = 0.5026 hartree

Atoms and positions in Å:
C (0.58959, 0.45077, 0.00072)
N (-1.40046, 0.02245, 0.02260)
N (-2.48555, -0.09151, -0.01826)
N (1.29297, -0.46237, 0.00007)
H (0.40383, 1.50303, -0.01049)
H (1.59961, -1.42237, 0.00536)



x.
ORCA calculation (ωB97M-V/def2-TZVPD) on a 2-piece molecular cluster, CH2N3 overall.

Computed properties:
charge = +1
2S+1 = 1
HOMO-LUMO gap = 0.5065 hartree

Atoms and positions in Å:
C (-0.63615, 0.55082, 0.15995)
N (0.56555, -1.27749, -1.23378)
N (1.07959, -2.23984, -1.10130)
N (-0.21327, 1.16814, 1.00707)
H (-0.95279, -0.03500, -0.58095)
H (0.15708, 1.83337, 1.74901)



Energies relative to the most stable structure are w 28.1; x 0.0, reported in kJ/mol.